Computed, not measured: a 15-piece molecular cluster, C46H86O30S8 overall at a distorted geometry, with ωB97M-V/def2-TZVPD.

Each line ends with the Mulliken charge.
Positions of all 170 atoms, in Å:
C  34.32005  -15.48109  -5.43024  0.396
C  34.65829  -15.22459  -6.77405  0.112
C  33.75285  -15.76853  -7.87091  -0.027
O  34.00867  -15.55122  -9.06682  -0.500
C  32.61135  -16.50011  -7.47924  0.147
C  32.25088  -16.76478  -6.15364  0.436
C  33.17209  -16.20043  -5.03695  -0.153
O  32.86911  -16.43360  -3.85228  -0.601
O  31.25489  -17.45534  -5.86479  0.527
O  35.66554  -14.53723  -7.05502  -0.843
H  34.99979  -15.16078  -4.64807  -0.448
H  32.01692  -16.91946  -8.28344  -0.281
C  30.26953  -13.37985  -3.22454  -1.362
C  29.41103  -14.53991  -3.63301  1.080
C  29.82663  -15.91077  -3.08147  3.060
O  28.78664  -16.26957  -2.17423  -0.422
C  27.80111  -15.33726  -2.17770  0.445
O  26.79478  -15.43948  -1.56402  -0.569
O  28.09517  -14.34005  -3.02913  -0.446
H  29.92510  -12.43739  -3.65478  0.406
H  31.29790  -13.54117  -3.55925  0.081
H  30.25844  -13.19973  -2.14684  0.369
H  29.21321  -14.48546  -4.70400  -0.474
H  30.74693  -15.74352  -2.51784  -0.900
H  30.04223  -16.65493  -3.84215  -1.390
C  35.39019  -13.04579  -11.02785  -0.932
C  36.42489  -13.71611  -11.87955  0.321
C  36.40346  -15.23490  -11.79435  1.027
O  36.67166  -15.64725  -13.13112  -0.397
C  36.45912  -14.61206  -13.97911  0.639
O  36.49374  -14.70143  -15.16226  -0.570
O  36.21300  -13.48061  -13.29744  -0.428
H  34.37042  -13.41028  -11.10621  0.223
H  35.40813  -11.95943  -11.15419  0.524
H  35.72607  -13.18151  -9.99655  -0.014
H  37.43719  -13.34973  -11.68832  0.246
H  35.45353  -15.61785  -11.41068  -0.559
H  37.15087  -15.63410  -11.10865  -0.094
C  33.43110  -13.90163  -1.44961  -1.015
C  33.46163  -15.32302  -0.98664  1.551
C  34.71820  -16.11112  -1.43248  2.345
O  35.42673  -16.34763  -0.21815  -0.514
C  34.66346  -16.02216  0.84826  0.459
O  34.93068  -16.29468  1.97114  -0.588
O  33.59847  -15.29712  0.46215  -0.511
H  33.67743  -13.78439  -2.50681  -0.142
H  34.13069  -13.26123  -0.91049  0.437
H  32.46145  -13.42397  -1.30620  0.297
H  32.54273  -15.85326  -1.21877  -0.672
H  35.29124  -15.51395  -2.14220  -0.323
H  34.39707  -17.01471  -1.94287  -1.452
C  34.59638  -18.35979  -12.29031  -1.328
C  33.09733  -18.37259  -12.37137  0.681
C  32.38902  -17.19898  -11.65202  1.236
O  31.49454  -16.71032  -12.65000  -0.353
C  31.61466  -17.39199  -13.80747  0.531
O  30.93116  -17.21533  -14.75997  -0.597
O  32.64306  -18.26231  -13.73664  -0.464
H  34.99569  -19.16895  -12.91283  0.471
H  34.95035  -18.68433  -11.31120  0.152
H  35.04423  -17.42344  -12.61024  0.326
H  32.71910  -19.33913  -12.02977  0.201
H  33.14335  -16.46111  -11.39109  -0.238
H  31.82147  -17.60658  -10.82049  -0.728
C  33.99400  -19.45229  -3.21000  -1.352
C  32.72280  -19.21057  -2.45949  2.096
C  31.46564  -19.36539  -3.32727  1.715
O  30.64600  -20.30694  -2.63317  -0.464
C  31.30869  -20.80518  -1.56899  0.467
O  30.87209  -21.58563  -0.78643  -0.606
O  32.55062  -20.29470  -1.50047  -0.526
H  34.87411  -19.12812  -2.64171  0.341
H  34.03755  -18.90248  -4.15012  -0.168
H  34.17654  -20.51211  -3.38893  0.502
H  32.65356  -18.29516  -1.87717  -0.665
H  31.69551  -19.70015  -4.33669  -0.783
H  30.92655  -18.43242  -3.43039  -0.520
C  28.42183  -20.05651  -5.33781  -1.660
C  28.14437  -18.72282  -4.69223  1.727
C  27.99310  -17.52016  -5.60711  0.847
O  26.86041  -16.82352  -5.07293  -0.492
C  26.16206  -17.65094  -4.25265  0.446
O  25.11061  -17.38453  -3.77865  -0.578
O  26.80217  -18.82916  -4.12026  -0.504
H  28.38165  -20.83658  -4.57722  0.388
H  29.43988  -20.10180  -5.74043  0.064
H  27.72775  -20.28927  -6.14558  0.428
H  28.80346  -18.58693  -3.83683  -0.094
H  27.78832  -17.76082  -6.65102  0.184
H  28.87225  -16.88204  -5.54940  -0.670
C  28.94850  -15.30490  -10.72217  -0.608
S  28.24084  -15.26075  -9.06906  0.706
O  27.07022  -14.35216  -9.12060  -0.724
C  29.61746  -14.50412  -8.22839  -0.352
H  28.54962  -16.14086  -11.29202  0.354
H  30.02799  -15.46588  -10.67352  -0.235
H  28.75694  -14.34429  -11.19745  0.456
H  30.04876  -13.59084  -8.64308  0.464
H  30.40181  -15.26609  -8.17422  -0.219
H  29.33655  -14.27329  -7.19938  0.032
C  33.31706  -11.81568  -5.79012  -0.735
S  31.99803  -11.78222  -7.02415  0.955
O  31.65050  -10.34558  -7.17306  -0.842
C  33.02326  -12.19885  -8.43642  -0.862
H  33.81977  -12.77925  -5.70429  -0.282
H  32.79856  -11.63194  -4.84729  0.454
H  33.94744  -10.95789  -6.01945  0.453
H  33.21817  -13.27611  -8.47074  -0.050
H  33.96789  -11.66537  -8.37342  0.228
H  32.48330  -11.93266  -9.34438  0.621
C  28.06285  -20.51203  -10.04669  -1.012
S  29.82513  -20.34393  -9.76791  0.509
O  30.32549  -19.91083  -11.11122  -0.598
C  29.82522  -18.91805  -8.68078  1.417
H  27.55842  -20.65050  -9.08737  0.302
H  27.89838  -21.34163  -10.72611  0.377
H  27.66906  -19.59815  -10.49655  0.274
H  28.98883  -19.02960  -7.99010  -0.629
H  29.77046  -17.99808  -9.26161  -0.277
H  30.72331  -18.89264  -8.06368  -0.546
C  38.87523  -13.05879  -7.10653  -0.682
S  38.35675  -11.41478  -6.61406  0.558
O  39.31279  -10.40325  -7.13127  -0.711
C  36.94088  -11.38424  -7.69718  -0.400
H  38.10091  -13.78275  -6.83553  -0.135
H  39.83205  -13.28397  -6.62929  0.489
H  39.06015  -13.14951  -8.18182  0.395
H  36.29763  -10.54239  -7.44618  0.445
H  36.40165  -12.33561  -7.60929  -0.456
H  37.22465  -11.30553  -8.74727  0.512
C  36.48613  -12.44691  -3.76109  1.152
S  36.06150  -11.02422  -2.72587  0.344
O  34.59690  -11.13969  -2.49037  -0.535
C  36.84342  -11.69365  -1.25524  -0.776
H  36.10999  -12.30877  -4.76581  -0.631
H  35.99960  -13.29816  -3.27925  -0.747
H  37.55489  -12.58554  -3.60683  0.447
H  36.69028  -10.98549  -0.44400  0.398
H  37.91302  -11.81462  -1.44187  0.354
H  36.42333  -12.66411  -0.99249  0.063
C  38.09591  -17.76253  -2.58038  -0.316
S  38.83527  -16.15019  -2.32890  0.527
O  40.30309  -16.33985  -2.27964  -0.712
C  38.38671  -15.45733  -3.91243  -0.455
H  37.00809  -17.70423  -2.54303  -0.247
H  38.51865  -18.49566  -1.89882  0.432
H  38.36202  -18.12991  -3.57915  0.225
H  38.69796  -15.98873  -4.81162  0.334
H  38.87977  -14.48703  -4.00785  0.289
H  37.31027  -15.28454  -3.85231  -0.082
C  36.47504  -17.98653  -6.40432  0.754
S  37.85514  -18.62506  -7.32874  0.264
O  37.34011  -19.76606  -8.12498  -0.618
C  37.97887  -17.21741  -8.43785  -0.487
H  36.76585  -17.24724  -5.66211  -0.244
H  36.00640  -18.81730  -5.87274  0.203
H  35.72034  -17.54390  -7.05348  -0.530
H  38.47159  -17.55309  -9.35149  0.496
H  38.58589  -16.44150  -7.97192  0.339
H  36.98733  -16.86291  -8.72569  -0.193
C  33.18017  -20.49861  -6.49741  -1.089
S  32.95294  -21.02527  -8.18995  0.684
O  33.45631  -22.42914  -8.22192  -0.785
C  34.22149  -20.01999  -8.95924  -0.442
H  32.99334  -19.43092  -6.37445  -0.077
H  34.18458  -20.78955  -6.18062  0.520
H  32.49991  -21.09834  -5.89274  0.509
H  35.20731  -20.42453  -8.72572  0.439
H  34.10550  -18.99555  -8.59461  -0.225
H  34.07483  -20.08417  -10.03408  0.264

Results
calculated total energy	-197204.2643	eV
gap between HOMO and LUMO	7.20	eV
max |F|	1.6	eV/A
net charge	-2
lowest unoccupied orbital energy	2.8921	eV